[1]
Entry from OMol25: 13 unconnected molecules or ions with the total composition C33H47F3N15O3S at a distorted geometry (the ωB97M-V functional and the def2-TZVPD basis).

```
! wB97M-V def2-TZVPD RIJCOSX def2/J DEFGRID3
* xyz 1 1
C 1.91857 2.95052 -2.98933
C 2.94752 2.35742 -3.75353
C 3.34264 0.84688 -3.76883
C 2.33376 -0.08221 -3.03979
C 0.88333 -0.01203 -3.28922
N 0.34813 -0.99131 -2.40549
N -1.03398 -1.13687 -2.44867
C 1.32481 -1.61780 -1.67600
C 1.07246 -2.71739 -0.59688
C -0.19416 -2.37104 0.32763
O -0.19644 -2.91551 1.41049
N 2.57335 -1.11125 -2.05623
S 4.17876 -1.47126 -1.59169
O 4.80665 -0.38534 -0.83446
O 4.95109 -1.61023 -2.83359
C 4.38856 -3.08471 -0.69040
F 3.66401 -4.12469 -1.17601
F 4.22859 -2.87442 0.67681
F 5.72987 -3.43401 -0.87532
H 0.85587 2.87180 -3.39721
H 2.05851 3.53198 -2.03630
H 3.57461 3.04457 -4.38333
H 3.59234 0.52782 -4.82416
H 4.32376 0.77410 -3.20322
H 0.38113 0.68753 -3.99611
H -1.51044 -0.59382 -1.71762
H -1.29883 -2.12541 -2.34246
H 1.91376 -2.88128 0.11974
H 0.77123 -3.66938 -1.13778
H -1.00193 -1.64785 0.03620
C -4.61322 -1.59197 -0.00052
C -3.42604 -0.75143 0.27670
N -2.49959 -0.09567 0.48460
H -4.58469 -2.49196 0.61116
H -5.52339 -1.03813 0.22749
H -4.62279 -1.87556 -1.05069
C 1.19108 -5.74478 2.58970
C 0.52848 -6.99623 3.03628
N 0.01455 -7.96569 3.38237
H 1.43324 -5.12484 3.45270
H 2.11014 -5.98368 2.05349
H 0.52702 -5.18938 1.92877
C 6.29163 3.15216 -1.48608
C 5.61719 3.75703 -2.66061
N 5.09324 4.22694 -3.57287
H 7.23562 2.69996 -1.79222
H 6.48860 3.92413 -0.73492
H 5.65307 2.38234 -1.04815
C 6.66311 -4.46539 2.22888
C 6.54008 -4.39334 3.70675
N 6.44447 -4.33775 4.85195
H 5.68090 -4.58184 1.77383
H 7.12053 -3.55003 1.85326
H 7.28482 -5.31561 1.94878
C -5.04865 -1.95827 4.47490
C -5.72831 -2.42975 3.24104
N -6.25733 -2.79689 2.28535
H -4.09152 -2.46680 4.58846
H -4.87641 -0.88302 4.41434
H -5.66779 -2.17088 5.34209
C 3.80578 5.60497 0.51230
C 3.07487 4.31201 0.52854
N 2.51025 3.30745 0.54097
H 4.55240 5.61752 1.30286
H 4.30293 5.73627 -0.44828
H 3.10794 6.42803 0.66797
C -1.24907 5.43013 -4.11419
C -1.04945 3.96022 -4.10290
N -0.89282 2.81902 -4.09452
H -0.95324 5.83567 -5.08146
H -2.29895 5.66184 -3.93578
H -0.64398 5.89121 -3.33363
C -5.63565 0.46387 7.57567
C -5.50601 -1.01465 7.56299
N -5.40717 -2.16244 7.55357
H -5.29885 0.87356 6.62351
H -6.67677 0.74267 7.73350
H -5.02889 0.88347 8.37801
C 8.02745 4.45280 2.40597
C 7.35404 5.04938 1.22499
N 6.83112 5.51261 0.30793
H 8.97537 4.00704 2.10511
H 8.21694 5.22420 3.15211
H 7.39319 3.68164 2.84328
C -5.91929 1.06516 -2.91082
C -4.81850 0.07106 -2.89757
N -3.96323 -0.70085 -2.88739
H -6.52014 0.93905 -3.81075
H -6.55405 0.92771 -2.03474
H -5.50707 2.07367 -2.89723
C -4.18949 -0.76991 -7.13722
C -4.99772 0.34741 -6.58818
N -5.62469 1.21397 -6.16266
H -4.56396 -1.04823 -8.12209
H -3.14729 -0.46381 -7.22518
H -4.25319 -1.63256 -6.47424
C -9.01342 -0.98677 5.95014
C -8.65821 0.44436 5.76448
N -8.38103 1.55279 5.62171
H -10.00804 -1.17607 5.54725
H -8.29247 -1.61798 5.43057
H -9.00526 -1.23590 7.01130
*
```

E_HOMO, eV: -9.4
Kohn-Sham gap, eV: 6.05

---

[2]
Entry from OMol25: a molecular structure, C33H47Ge2MnN2O4S2Si (the ωB97M-V functional and the def2-TZVPD basis).

```
! wB97M-V def2-TZVPD RIJCOSX def2/J DEFGRID3
* xyz -1 2
Mn -0.04517 -0.51556 0.55936
C 2.26659 -4.35336 -1.78969
C 1.91850 -3.18764 -0.86513
Ge 0.07438 -2.47932 -1.07118
C -1.24237 -3.89944 -0.58925
C -1.41864 -4.94513 -1.69263
C -0.11721 -2.40271 -3.03188
C -0.09753 -1.15257 -3.49617
Ge -0.10001 0.20497 -2.02908
C 1.43804 1.31472 -2.64722
C 1.11221 2.72893 -3.12119
C -1.96858 0.90421 -2.09921
C -2.20553 2.39022 -2.36477
C -0.04099 -0.77647 -4.92474
C 0.68019 -1.54579 -5.84382
C 0.74883 -1.18864 -7.18117
C 0.10080 -0.04702 -7.63537
C -0.61069 0.73340 -6.73533
C -0.67408 0.37591 -5.39637
H 3.30970 -4.65807 -1.66379
H 2.12351 -4.08695 -2.83938
H 1.64800 -5.22828 -1.58375
H 2.58634 -2.34699 -1.07586
H 2.05736 -3.45738 0.18150
H -2.20319 -3.41268 -0.41604
H -0.93672 -4.37908 0.34236
H -1.80022 -4.49091 -2.60785
H -2.13066 -5.71703 -1.38647
H -0.48195 -5.44387 -1.94519
H -0.15947 -3.25794 -3.71075
H 1.87557 0.74027 -3.46849
H 2.18357 1.34497 -1.85140
H 0.48269 2.71178 -4.01307
H 2.02405 3.27685 -3.37856
H 0.58831 3.29164 -2.35004
H -2.40809 0.62116 -1.13816
H -2.47310 0.29905 -2.85741
H -1.71425 3.01261 -1.61709
H -3.27403 2.61958 -2.33678
H -1.82857 2.69373 -3.34377
H 1.20470 -2.42396 -5.48661
H 1.31867 -1.79869 -7.87207
H 0.15765 0.23602 -8.67911
H -1.11698 1.62872 -7.07587
H -1.23274 0.99304 -4.70296
C 1.61088 5.11075 -0.08155
Si 2.28718 4.18496 1.39766
C 3.89987 5.00388 1.91646
C 1.08661 4.23339 2.82855
C 2.68148 2.38401 1.01360
C 3.91961 1.81851 1.28410
C 4.12647 0.44358 1.21016
C 3.05624 -0.36168 0.88478
N 1.87147 0.15445 0.56503
C 1.66822 1.48976 0.61805
S 0.03797 1.88538 0.20920
H 1.61396 6.18765 0.10842
H 0.58423 4.80025 -0.28081
H 2.20286 4.92273 -0.97920
H 3.72634 6.05804 2.14578
H 4.65251 4.95575 1.12549
H 4.31433 4.53440 2.81182
H 0.82145 5.26145 3.08910
H 1.52104 3.75863 3.71112
H 0.17313 3.69079 2.57577
H 4.74320 2.45556 1.58902
H 5.08641 0.00575 1.44553
H 3.10775 -1.44272 0.88976
C -4.00635 -1.33267 7.93286
C -3.44497 -0.95621 6.58712
C -4.26343 -0.40316 5.60502
C -3.74677 -0.03356 4.37327
C -2.39773 -0.21880 4.11923
C -1.56440 -0.77082 5.08036
C -2.09272 -1.13391 6.30929
S -1.73894 0.24286 2.52963
O -0.28144 0.38017 2.74348
O -2.45372 1.43004 2.13582
N -1.95091 -0.95226 1.48618
C -1.80744 -2.27016 2.11894
C -0.36141 -2.71667 2.32246
O -0.09446 -3.57441 3.15172
O 0.49440 -2.16017 1.52692
H -5.07459 -1.54024 7.86911
H -3.86758 -0.52101 8.65098
H -3.50749 -2.21574 8.33268
H -5.31867 -0.26047 5.80922
H -4.37312 0.40832 3.60929
H -0.51759 -0.92115 4.85188
H -1.44603 -1.57587 7.05836
H -2.27303 -3.01118 1.47482
H -2.32370 -2.35450 3.07498
*
```

⟨S²⟩: 0.860
E_HOMO (spin up / spin down), eV: -5.1 / -5.0
Kohn-Sham gap (spin up / spin down), eV: 7.65 / 7.59
Energy relative to the best compared isomer or geometry (same formula, charge and spin), kcal/mol: 17.4

---

[3]
Entry from OMol25: a molecular structure, C33H48AsCl2MnN4O2SSi3 (the ωB97M-V functional and the def2-TZVPD basis).

```
! wB97M-V def2-TZVPD RIJCOSX def2/J DEFGRID3
* xyz 2 5
Mn -0.46844 -0.19995 0.03891
C -1.85637 -0.95203 5.82279
C -0.69630 -0.18616 5.88876
C 0.04085 0.07159 4.74712
C -0.41838 -0.42849 3.53330
C -1.59971 -1.15100 3.44917
C -2.30904 -1.43769 4.60504
N 0.30633 -0.25652 2.31563
N 1.52867 -0.04130 2.48976
C 2.30374 0.08307 1.31445
C 3.64190 0.37264 1.51224
C 4.47072 0.44903 0.40404
C 3.92026 0.20648 -0.84305
C 2.56708 -0.07876 -0.94320
N 1.74884 -0.13012 0.11246
H -2.41395 -1.15598 6.72608
H -0.36421 0.20545 6.83974
H 0.94827 0.65813 4.79188
H -1.94585 -1.47806 2.47342
H -3.21842 -2.02060 4.55849
H 4.00125 0.52805 2.51862
H 5.52074 0.67982 0.51575
H 4.51910 0.23564 -1.74127
H 2.13154 -0.27677 -1.91001
Cl 0.30666 4.56921 -0.20441
C 0.30613 3.47113 -1.52977
C 0.64147 3.95809 -2.80933
C 0.69016 3.12171 -3.88689
Cl 1.10023 3.74257 -5.44308
C 0.42932 1.73523 -3.72578
C 0.54216 0.77305 -4.75155
C 0.32431 -0.55092 -4.47609
C -0.02965 -0.91845 -3.16992
N -0.16700 -0.04596 -2.19644
C 0.06859 1.27224 -2.44238
C -0.02067 2.14841 -1.32072
O -0.37858 1.67996 -0.12895
H 0.86330 5.00965 -2.92278
H 0.81558 1.09426 -5.74678
H 0.41732 -1.30629 -5.24198
H -0.21072 -1.95821 -2.91714
C -3.36077 -0.41350 -3.66445
Si -3.81149 0.80000 -2.31128
C -5.67366 0.86496 -2.24717
C -3.19215 2.52249 -2.67907
As -3.00424 0.02898 -0.13644
Si -3.84080 1.81922 1.30845
C -2.88098 3.35011 0.87727
C -5.66959 2.02018 0.97322
C -3.59433 1.46569 3.11581
Si -4.08808 -2.12453 -0.00729
C -3.68686 -3.07282 1.55161
C -3.44918 -3.09182 -1.47526
C -5.94398 -1.91284 -0.07676
H -3.17779 0.15638 -4.57796
H -4.20833 -1.07052 -3.86135
H -2.49180 -1.03459 -3.47775
H -5.96121 1.17981 -3.25625
H -6.08148 1.59496 -1.55226
H -6.14673 -0.09837 -2.06745
H -3.31183 2.67026 -3.75564
H -2.15401 2.72185 -2.42949
H -3.81431 3.26831 -2.18415
H -2.82308 3.58359 -0.18203
H -1.86471 3.29101 1.26658
H -3.38951 4.18077 1.37514
H -5.85116 2.77199 0.20508
H -6.12864 2.38206 1.89585
H -6.19193 1.10903 0.68851
H -2.56276 1.29376 3.40388
H -4.21332 0.65390 3.49345
H -3.92110 2.38490 3.61352
H -2.62448 -3.21744 1.72821
H -4.13744 -4.05994 1.40973
H -4.14682 -2.63509 2.43752
H -2.36730 -2.99935 -1.57850
H -3.91584 -2.78964 -2.41096
H -3.68927 -4.14577 -1.31425
H -6.31694 -1.00192 0.38513
H -6.38415 -2.75208 0.46624
H -6.31884 -1.95712 -1.09815
O -0.51340 -2.21415 0.12903
S 0.72198 -3.14935 0.17074
C 0.79135 -3.81830 1.86152
C 0.65418 -5.33465 1.74528
C -0.34706 -5.57684 0.62054
C 0.13865 -4.71244 -0.53623
H -0.07188 -3.37201 2.35262
H 1.69946 -3.47037 2.34944
H 0.33540 -5.75742 2.69664
H 1.61636 -5.78528 1.49571
H -1.34635 -5.26600 0.92470
H -0.39822 -6.62345 0.32595
H -0.60874 -4.45307 -1.28494
H 1.00252 -5.15113 -1.03750
*
```

⟨S²⟩: 6.212
E_HOMO (spin up / spin down), eV: -12.7 / -12.8
Kohn-Sham gap (spin up / spin down), eV: 5.64 / 6.39
Energy relative to the best compared isomer or geometry (same formula, charge and spin), kcal/mol: 16.8

---

[4]
Entry from OMol25: 10 unconnected molecules or ions with the total composition C33H48FN2O30 at a distorted geometry (the ωB97M-V functional and the def2-TZVPD basis).

```
! wB97M-V def2-TZVPD RIJCOSX def2/J DEFGRID3
* xyz 1 1
C 4.21364 0.80980 0.73934
C 2.97462 1.56110 1.45478
O 1.97190 1.87748 0.44815
C 0.62769 1.56473 0.92043
C 0.49286 -0.04676 0.83899
N -0.92627 -0.55820 0.93822
C -1.80105 0.18258 1.89582
O -1.48303 0.56763 3.03312
N -3.21391 0.43055 1.44740
C -3.27105 1.48568 0.42572
O -3.44311 1.12689 -0.77087
F -3.19736 2.86706 0.69610
H 4.95621 0.39711 1.52386
H 3.86045 -0.02877 0.02310
H 4.79791 1.61445 0.16030
H 3.40733 2.54324 1.88682
H 2.58905 0.96815 2.35311
H -0.18453 2.13013 0.34292
H 0.63629 1.82019 2.04969
H 0.88297 -0.34254 -0.20497
H 1.16538 -0.57250 1.59385
H -1.42145 -0.62915 0.02164
H -0.85912 -1.54689 1.29882
H -3.46844 -0.45042 0.95236
C -4.00960 0.47848 5.24823
C -4.98073 1.58016 4.94822
O -6.17567 1.13239 5.56912
C -5.81404 0.26226 6.55384
O -6.56203 -0.17241 7.37882
O -4.48877 -0.04735 6.47580
H -2.98644 0.84218 5.35516
H -4.02850 -0.31360 4.49284
H -4.68429 2.53302 5.39673
H -5.13009 1.72430 3.87660
C -0.49253 -2.74813 -2.53306
C -0.99387 -4.12662 -2.23517
O -0.33059 -4.45120 -1.01640
C -0.00702 -3.28229 -0.41210
O 0.41251 -3.19042 0.71585
O -0.21796 -2.22215 -1.23672
H -1.23351 -2.13854 -3.05273
H 0.43181 -2.75366 -3.11374
H -2.07495 -4.15334 -2.06715
H -0.74012 -4.84072 -3.01938
C -4.18705 2.79141 -4.46496
C -4.85809 1.63592 -3.79024
O -4.87950 0.63938 -4.80264
C -3.87437 0.93312 -5.67406
O -3.50637 0.20540 -6.55148
O -3.34115 2.16042 -5.41756
H -3.60419 3.39889 -3.77062
H -4.89464 3.43594 -4.99252
H -4.28671 1.26011 -2.93683
H -5.87009 1.87705 -3.46072
C -7.85623 5.31928 -7.59955
C -8.37340 3.94064 -7.32310
O -7.71727 3.58990 -6.11198
C -7.38102 4.75146 -5.48798
O -6.96345 4.81922 -4.36477
O -7.57937 5.82395 -6.29965
H -8.58884 5.94495 -8.11135
H -6.92917 5.31050 -8.18009
H -9.45444 3.92412 -7.15729
H -8.12619 3.23527 -8.11782
C 3.01116 -5.87475 -0.16180
C 3.96781 -6.73343 -0.92984
O 3.77301 -6.30714 -2.27243
C 3.27423 -5.04292 -2.22364
O 3.15121 -4.32599 -3.17652
O 2.93195 -4.69468 -0.95198
H 3.37119 -5.64717 0.84243
H 2.01401 -6.31955 -0.09033
H 5.00959 -6.55458 -0.64871
H 3.75045 -7.79693 -0.82391
C -0.24718 5.04474 2.40179
C -0.05635 5.94281 3.58638
O 0.94920 5.27590 4.33544
C 1.64180 4.49090 3.46724
O 2.66041 3.92145 3.73496
O 1.02857 4.43653 2.25098
H -0.52354 5.59555 1.50121
H -0.99234 4.26342 2.58352
H 0.31074 6.93400 3.30526
H -0.96805 6.05653 4.17485
C 2.96417 -5.41460 4.43155
C 2.30753 -6.56908 5.12517
O 2.29051 -7.57687 4.12390
C 3.28602 -7.28504 3.24391
O 3.65647 -8.02221 2.37018
O 3.80911 -6.04995 3.48214
H 3.54554 -4.79324 5.11451
H 2.24682 -4.78256 3.89925
H 2.88765 -6.92925 5.97965
H 1.29525 -6.33461 5.45789
C 1.52706 1.84618 -2.71257
C 1.66044 2.06261 -4.18935
O 2.07391 0.78853 -4.66448
C 1.66213 -0.13305 -3.75543
O 1.70165 -1.31862 -3.92942
O 1.19735 0.46488 -2.62032
H 0.74375 2.46344 -2.26937
H 2.46327 2.02241 -2.17660
H 0.70928 2.32470 -4.66241
H 2.39969 2.82686 -4.43317
C 9.22899 -0.19902 2.97722
C 8.22712 -0.75455 2.01096
O 7.22639 0.25381 1.97179
C 7.82029 1.42174 2.34646
O 7.30343 2.49865 2.26176
O 9.07442 1.20554 2.82733
H 10.24950 -0.50467 2.74183
H 9.00687 -0.47040 4.01344
H 8.64027 -0.88203 1.00614
H 7.80828 -1.70522 2.34489
*
```

E_HOMO, eV: -12.6
Kohn-Sham gap, eV: 7.82